Molecular formula: C31H35CeClN2Si2
Method: DFT, wB97M-V/def2-TZVPD

```
72
Properties=species:S:1:pos:R:3:lowdin_charge:R:1
C -2.345 0.124 4.061 -0.1613
C -2.982 0.349 2.802 -0.1440
C -2.437 -0.586 1.865 -0.1526
H -3.737 1.109 2.599 0.1421
C -1.449 -1.370 2.539 -0.1456
C -1.400 -0.943 3.897 -0.1442
H -0.796 -1.393 4.684 0.1224
H -2.572 0.648 4.988 0.1298
H -2.774 -0.721 0.842 0.1205
H -0.867 -2.181 2.109 0.1074
Ce -0.522 1.068 2.513 1.0132
Si -0.956 0.508 -1.664 0.6733
C -0.649 1.856 -2.989 -0.2637
C 0.514 1.751 -3.772 -0.1011
H 1.192 0.895 -3.658 0.1021
C 0.845 2.709 -4.740 -0.0554
H 1.762 2.584 -5.323 0.1146
C -0.001 3.796 -4.970 -0.0606
H 0.245 4.535 -5.731 0.1151
C -1.166 3.916 -4.209 -0.0628
H -1.839 4.760 -4.379 0.1134
C -1.488 2.955 -3.236 -0.0871
H -2.413 3.065 -2.665 0.1089
C -0.649 -0.936 -3.033 -0.2486
C -1.600 -0.766 -4.056 -0.1172
H -2.424 -0.061 -3.922 0.1029
C -1.470 -1.394 -5.300 -0.0492
H -2.153 -1.146 -6.116 0.1168
C -0.465 -2.351 -5.486 -0.0635
H -0.352 -2.863 -6.441 0.1143
C 0.403 -2.643 -4.437 -0.0689
H 1.154 -3.434 -4.514 0.1145
C 0.326 -1.916 -3.248 -0.1463
H 1.080 -2.167 -2.497 0.0213
H -2.334 0.044 -1.323 0.0645
Si 2.512 -0.996 -0.949 1.0451
C 1.604 -2.489 -0.241 -0.3165
C 0.212 -2.757 -0.273 -0.1224
H -0.485 -2.132 -0.831 0.0819
C -0.303 -3.917 0.309 -0.0683
H -1.386 -4.065 0.347 0.1260
C 0.563 -4.879 0.828 -0.0393
H 0.161 -5.820 1.219 0.1255
C 1.943 -4.645 0.830 -0.0498
H 2.623 -5.390 1.240 0.1191
C 2.461 -3.457 0.313 -0.1036
H 3.533 -3.282 0.302 0.0975
C 1.460 0.491 -0.597 -0.3191
C 0.049 0.410 -0.136 -0.3921
H -0.248 -0.468 0.461 0.0716
C -0.768 1.650 -0.052 -0.3773
H -1.784 1.667 0.407 0.1161
C -0.095 2.910 -0.225 -0.0707
H -0.669 3.829 -0.092 0.1512
C 1.221 2.935 -0.622 -0.0791
H 1.716 3.886 -0.802 0.1368
C 1.975 1.766 -0.827 -0.0695
H 2.993 1.864 -1.225 0.1344
H 3.781 -0.746 -0.377 -0.0072
Cl 1.426 2.883 2.645 0.2177
N 1.441 0.085 4.047 -0.0544
C 1.285 0.133 5.537 -0.1954
C 0.447 1.293 6.025 -0.1787
N -0.318 1.994 4.951 -0.0871
H 1.770 -0.838 3.754 0.1134
H 2.170 0.746 3.759 0.0476
H 0.838 -0.810 5.857 0.1099
H 2.282 0.206 5.991 0.1327
H -0.271 0.931 6.762 0.1303
H 1.108 2.019 6.513 0.1324
H -1.165 2.394 5.344 0.1052
H 0.237 2.798 4.617 0.0112
```

Computed properties:
* DFT total energy: -2825.433724 Eh
* HOMO energy (spin up / spin down): -12.6 / -12.6 eV
* energy above the lowest of the compared OMol25 structures with the same formula, charge and spin: 0.000 eV
* LUMO energy (spin up / spin down): -8.222 / -8.118 eV
* orbital gap (spin up / spin down): 4.390 / 4.510 eV
* total charge: +2

Molecular formula: C31H35Cl3GeNiOSSbTe
Method: DFT, wB97M-V/def2-TZVPD

```
75
Properties=species:S:1:pos:R:3:mulliken_spin:R:1
Ni -0.725 -0.401 0.683 0.9612
C -4.810 6.466 -0.815 0.0000
C -3.936 5.254 -0.965 -0.0023
C -4.436 4.066 -1.477 0.0007
C -3.655 2.924 -1.614 -0.0016
C -4.283 1.718 -2.253 0.0009
C -2.323 2.983 -1.195 0.0005
Te -0.984 1.363 -1.418 -0.0562
C -1.768 4.186 -0.736 0.0023
C -0.312 4.384 -0.413 -0.0041
C -2.596 5.298 -0.619 0.0016
H -5.835 6.255 -1.111 0.0000
H -4.445 7.291 -1.429 -0.0002
H -4.821 6.811 0.219 -0.0002
H -5.471 4.021 -1.791 -0.0001
H -5.251 1.992 -2.669 -0.0004
H -4.426 0.911 -1.542 -0.0013
H -3.668 1.319 -3.063 0.0001
H 0.230 3.464 -0.185 0.0027
H -0.200 5.021 0.464 0.0004
H 0.197 4.867 -1.247 0.0004
H -2.171 6.221 -0.245 0.0002
Cl 1.367 0.346 3.646 -0.0156
Ge 0.449 1.203 1.884 -0.0704
Cl 2.141 2.206 0.989 -0.0070
Cl -0.781 2.830 2.685 -0.0111
S -2.213 -0.575 -1.043 0.0853
Sb -2.484 -0.964 2.427 0.0062
C -3.207 -2.939 2.252 -0.0082
C -2.320 -4.008 2.356 0.0005
C -2.783 -5.310 2.242 -0.0002
C -4.129 -5.552 2.013 -0.0003
C -5.014 -4.491 1.906 0.0002
C -4.556 -3.186 2.027 0.0032
C -2.016 -0.885 4.487 0.0032
C -2.034 -2.035 5.268 0.0011
C -1.705 -1.967 6.614 0.0000
C -1.361 -0.752 7.185 -0.0002
C -1.342 0.398 6.410 0.0000
C -1.663 0.333 5.062 -0.0006
C -4.286 0.143 2.405 0.0036
C -4.759 0.738 3.570 0.0020
C -5.947 1.457 3.554 -0.0003
C -6.672 1.579 2.381 0.0000
C -6.213 0.974 1.220 -0.0001
C -5.023 0.262 1.232 -0.0019
H -1.265 -3.837 2.529 -0.0007
H -2.090 -6.136 2.329 -0.0001
H -4.488 -6.567 1.917 0.0000
H -6.064 -4.676 1.730 0.0000
H -5.262 -2.369 1.954 -0.0005
H -2.314 -2.990 4.843 0.0001
H -1.720 -2.864 7.217 0.0000
H -1.103 -0.701 8.235 0.0000
H -1.066 1.347 6.848 -0.0001
H -1.618 1.238 4.470 -0.0021
H -4.213 0.646 4.499 -0.0003
H -6.303 1.922 4.463 0.0001
H -7.595 2.142 2.370 0.0001
H -6.778 1.059 0.303 0.0000
H -4.672 -0.200 0.319 0.0012
C 0.968 -2.866 1.322 0.0190
C 1.718 -1.964 0.353 -0.0292
C 1.905 -2.668 -0.986 0.0061
C 3.060 -1.543 0.944 0.0009
O 0.959 -0.813 0.103 0.1128
H 1.502 -3.801 1.480 -0.0015
H -0.021 -3.112 0.909 -0.0005
H 0.838 -2.373 2.291 0.0003
H 2.487 -3.585 -0.878 -0.0003
H 2.425 -2.011 -1.681 0.0006
H 0.936 -2.918 -1.416 0.0004
H 3.673 -2.404 1.213 0.0002
H 2.901 -0.945 1.840 -0.0004
H 3.613 -0.937 0.226 -0.0004
```

Computed properties:
* <S²>: 0.83
* DFT total energy: -7149.872973 Eh
* HOMO energy (spin up / spin down): -7.8 / -8.1 eV
* energy above the lowest of the compared OMol25 structures with the same formula, charge and spin: 0.000 eV
* 2S+1: 2
* LUMO energy (spin up / spin down): -1.953 / -1.176 eV
* orbital gap (spin up / spin down): 5.818 / 6.935 eV
* total charge: 0

Molecular formula: C31H35ClHgN2Si2
Method: DFT, wB97M-V/def2-TZVPD

```
72
Properties=species:S:1:pos:R:3:lowdin_charge:R:1
C 2.028 -1.280 5.068 -0.2120
C 1.881 -2.011 3.845 -0.2135
C 2.537 -1.280 2.810 -0.2191
H 1.400 -2.991 3.763 0.0605
C 3.053 -0.069 3.373 -0.2111
C 2.758 -0.079 4.781 -0.2228
H 3.036 0.736 5.480 0.0726
H 1.681 -1.547 6.075 0.0665
H 2.594 -1.595 1.760 0.0546
H 3.622 0.700 2.805 0.0585
Hg -1.296 2.343 1.788 0.6701
Si -0.328 0.204 0.161 0.6384
C -1.051 -1.501 0.277 -0.2933
C -2.440 -1.608 0.099 -0.1060
H -3.053 -0.733 0.328 0.0932
C -3.014 -2.791 -0.385 -0.0797
H -4.097 -2.820 -0.560 0.1121
C -2.228 -3.937 -0.497 -0.0723
H -2.704 -4.902 -0.697 0.1066
C -0.838 -3.877 -0.223 -0.0541
H -0.226 -4.791 -0.217 0.1117
C -0.269 -2.661 0.186 -0.0838
H 0.782 -2.633 0.450 0.0987
C 1.391 0.179 -0.297 -0.3321
C 1.836 -0.655 -1.338 -0.0984
H 1.146 -1.373 -1.796 0.0975
C 3.154 -0.591 -1.813 -0.0729
H 3.466 -1.283 -2.617 0.1112
C 4.094 0.264 -1.221 -0.0631
H 5.146 0.224 -1.512 0.1073
C 3.669 1.104 -0.169 -0.0770
H 4.409 1.772 0.325 0.1196
C 2.354 1.032 0.290 -0.1154
H 2.071 1.661 1.145 0.1002
H -1.018 0.331 -1.292 -0.0380
Si -1.671 1.651 -1.923 0.4737
C -0.205 2.276 -2.945 -0.2717
C 0.035 1.794 -4.250 -0.0910
H -0.755 1.328 -4.842 0.1064
C 1.319 1.862 -4.791 -0.0634
H 1.583 1.302 -5.705 0.1171
C 2.323 2.557 -4.099 -0.0533
H 3.324 2.629 -4.512 0.1072
C 2.068 3.074 -2.815 -0.0685
H 2.872 3.467 -2.225 0.1031
C 0.814 2.947 -2.255 -0.1144
H 0.586 3.261 -1.241 0.0940
C -2.495 0.331 -3.168 -0.3313
C -1.668 -0.748 -3.446 -0.1398
H -0.592 -0.656 -3.341 0.0930
C -2.225 -1.927 -3.894 -0.0868
H -1.609 -2.765 -4.092 0.0944
C -3.588 -2.066 -4.132 -0.0768
H -4.056 -2.985 -4.518 0.1139
C -4.373 -0.945 -3.887 -0.0860
H -5.436 -1.000 -4.071 0.0976
C -3.847 0.285 -3.463 -0.1331
H -4.461 1.199 -3.397 0.0885
H -0.969 1.593 0.318 -0.3275
Cl -3.519 2.075 -0.954 0.2995
N -0.627 2.819 3.996 -0.1569
C -0.195 1.819 4.958 -0.2832
C -1.106 0.635 4.843 -0.2403
N -1.138 0.185 3.393 -0.0344
H -0.005 3.622 4.076 0.0760
H -1.553 3.125 4.273 0.0442
H 0.847 1.588 4.737 0.0880
H -0.255 2.202 5.973 0.1127
H -0.755 -0.146 5.528 0.1067
H -2.115 0.885 5.179 0.1054
H -0.238 -0.287 3.250 0.0486
H -1.862 -0.529 3.265 0.0736
```

Computed properties:
* DFT total energy: -2504.146790 Eh
* HOMO energy: -5.6 eV
* LUMO energy: -1.358 eV
* orbital gap: 4.246 eV
* total charge: 0

Molecular formula: C31H35ClMnN2Si2
Method: DFT, wB97M-V/def2-TZVPD

```
72
Properties=species:S:1:pos:R:3:mulliken_spin:R:1
C -1.855 -0.972 5.217 0.0974
C -2.422 -0.320 4.080 -0.1245
C -2.083 -1.087 2.913 0.1569
H -3.081 0.539 4.117 -0.0041
C -1.291 -2.210 3.343 -0.0151
C -1.149 -2.126 4.765 -0.0468
H -0.664 -2.866 5.394 -0.0051
H -1.938 -0.653 6.254 0.0044
H -2.471 -0.932 1.922 -0.0131
H -0.943 -3.006 2.704 -0.0034
Mn -0.285 -0.375 3.816 2.9153
Si -0.973 -0.591 -2.627 0.0210
C -0.270 1.022 -3.279 0.0257
C 1.030 1.173 -3.801 0.0039
H 1.751 0.350 -3.730 -0.0070
C 1.393 2.353 -4.471 0.0076
H 2.397 2.442 -4.898 0.0003
C 0.453 3.377 -4.624 0.0004
H 0.716 4.280 -5.166 0.0000
C -0.858 3.214 -4.137 0.0010
H -1.620 3.994 -4.302 0.0001
C -1.207 2.047 -3.473 0.0033
H -2.229 1.887 -3.129 0.0004
C -0.004 -1.814 -3.713 -0.0032
C -0.585 -1.959 -4.980 -0.0078
H -1.483 -1.376 -5.229 -0.0003
C -0.010 -2.833 -5.905 0.0021
H -0.477 -2.938 -6.881 0.0001
C 1.143 -3.554 -5.582 -0.0003
H 1.580 -4.250 -6.299 0.0001
C 1.761 -3.363 -4.335 -0.0072
H 2.686 -3.884 -4.070 -0.0003
C 1.197 -2.473 -3.403 0.0247
H 1.698 -2.315 -2.448 0.0225
H -2.437 -0.604 -2.975 0.0169
Si 1.769 0.571 -0.091 0.0580
C 0.757 -1.003 -0.474 0.3408
C -0.715 -1.028 -0.781 -0.0705
H -1.306 -0.198 -0.377 0.0314
C -1.459 -2.282 -0.717 0.3397
H -2.552 -2.188 -0.702 0.0050
C -0.793 -3.440 -0.395 -0.0737
H -1.350 -4.376 -0.253 0.0047
C 0.572 -3.410 -0.103 0.3484
H 1.082 -4.328 0.198 -0.0082
C 1.302 -2.211 -0.093 -0.0923
H 2.350 -2.251 0.217 -0.0026
C 0.454 1.946 0.018 0.0036
C -0.731 1.788 0.761 -0.0418
H -0.923 0.858 1.311 0.0402
C -1.710 2.777 0.760 0.0110
H -2.654 2.626 1.297 0.0005
C -1.496 3.968 0.045 0.0006
H -2.238 4.776 0.078 0.0000
C -0.342 4.113 -0.734 0.0000
H -0.214 4.998 -1.354 0.0000
C 0.617 3.111 -0.750 -0.0010
H 1.484 3.204 -1.405 0.0018
H 3.146 0.896 -0.152 0.0031
Cl 1.838 0.060 2.114 0.0509
N 1.400 -0.639 5.044 0.0018
C 2.002 0.629 5.556 -0.0005
C 1.445 1.825 4.820 -0.0140
N 0.037 1.545 4.435 -0.0228
H 2.057 -1.107 4.427 0.0052
H 1.232 -1.301 5.806 0.0035
H 3.097 0.580 5.457 0.0005
H 1.763 0.688 6.623 0.0001
H 1.473 2.705 5.476 0.0004
H 2.046 2.048 3.936 0.0000
H -0.611 1.677 5.221 0.0060
H -0.293 2.193 3.711 0.0040
```

Computed properties:
* <S²>: 6.07
* DFT total energy: -3501.729942 Eh
* HOMO energy (spin up / spin down): -8.9 / -10.7 eV
* energy above the lowest of the compared OMol25 structures with the same formula, charge and spin: 1.352 eV
* 2S+1: 5
* LUMO energy (spin up / spin down): -2.333 / -2.974 eV
* orbital gap (spin up / spin down): 6.583 / 7.737 eV
* total charge: +1